1.
This record from OMol25 describes 3 unconnected molecules or ions with the total composition C5H15NO2 at a distorted geometry. The level of theory is ωB97M-V/def2-TZVPD.

Each line ends with the Mulliken spin population.
CARTESIAN COORDINATES (ANGSTROEM)
C  1.8215  2.3410  -0.6862  0.59
C  1.4702  0.8891  -0.8478  -0.33
C  0.2763  0.3619  -0.5047  0.88
N  0.0252  -0.9579  -0.1769  -0.42
C  -1.2426  -1.5046  -0.7552  0.74
C  -1.0803  -2.0022  -2.1610  0.10
H  2.1651  2.8266  -1.6035  -0.01
H  0.9903  2.8320  -0.1758  -0.33
H  2.6596  2.4665  0.0192  -0.01
H  2.3017  0.2741  -1.1794  -0.12
H  -0.5085  1.1088  -0.3746  -0.20
H  0.7886  -1.6233  -0.2979  0.06
H  -2.0190  -0.7842  -0.5327  -0.51
H  -1.2964  -2.4437  -0.1593  0.08
H  -0.6964  -3.0281  -2.1593  0.01
H  -0.5404  -1.4073  -2.8998  -0.07
H  -2.0870  -2.0766  -2.6184  -0.04
H  -1.1906  1.2057  3.2869  -0.05
H  -1.8766  2.1600  2.1576  -0.40
O  -1.6889  1.2753  2.4773  0.78
H  0.1020  -1.0913  2.6108  0.00
H  1.0750  -0.0447  3.1559  -0.18
O  0.5510  -0.7771  3.4248  0.42

Summary:
Energy relative to the best compared isomer or geometry (same formula, charge and spin) = 1.441 eV
Net charge = -1
Max |F| = 3.18 eV/Å
LUMO (spin up / spin down) = 3.424 / 3.318 eV
Kohn-Sham gap (spin up / spin down) = 0.0844 / 0.2986 hartree
2S+1 = 2

***

2.
This record from OMol25 describes 3 unconnected molecules or ions with the total composition C5H15NO2 at a distorted geometry. The level of theory is ωB97M-V/def2-TZVPD.

Each line ends with the Mulliken charge.
CARTESIAN COORDINATES (ANGSTROEM)
C  1.2586  -0.5212  -2.1337  -0.83
N  -0.2141  -0.5937  -1.6390  -0.43
C  -0.1580  -0.5969  -0.1159  0.74
C  -0.8553  0.2331  0.5791  -0.21
C  -0.7929  0.4757  2.0479  -1.73
C  0.4676  -1.8626  0.5080  -1.57
H  1.6581  0.2591  -1.4948  0.28
H  1.6414  -1.5014  -2.0209  0.32
H  1.3819  0.0191  -3.0922  0.32
H  -0.7753  -1.3573  -2.1218  0.26
H  -1.4493  0.9776  0.2111  0.57
H  -0.6025  1.5549  2.2284  0.33
H  -1.7026  0.0417  2.3454  0.50
H  -0.1022  -0.1558  2.5905  0.32
H  -0.2265  -2.3567  1.1121  0.45
H  1.3975  -1.8261  1.1181  0.29
H  0.6623  -2.6483  -0.2403  0.40
H  -2.6541  0.7035  -2.3907  0.27
H  -1.1441  1.0141  -1.9024  0.45
O  -2.1654  1.3865  -1.9759  -0.72
H  1.4062  2.8640  2.5819  0.31
H  1.6220  1.4900  2.0801  0.33
O  1.3466  2.4008  1.7251  -0.65

Summary:
Energy relative to the best compared isomer or geometry (same formula, charge and spin) = 3.254 eV
Max |F| = 4.61 eV/Å
LUMO = 0.645 eV
Kohn-Sham gap = 0.3574 hartree
2S+1 = 1

***

3.
This record from OMol25 describes 3 unconnected molecules or ions with the total composition C5H15NO2 at a distorted geometry. The level of theory is ωB97M-V/def2-TZVPD.

Each line ends with the Mulliken charge.
CARTESIAN COORDINATES (ANGSTROEM)
C  -0.1166  -1.6327  -2.0275  -0.46
N  0.3836  -1.6251  -0.6330  -0.57
C  -1.3895  -0.3622  1.4989  -0.55
C  -0.3531  0.4933  1.9967  0.74
C  -0.8818  1.7481  2.5810  -1.46
O  0.5920  1.0489  0.9678  -0.45
C  -0.4288  -0.2421  -2.5704  -0.70
H  -0.9121  -2.3802  -2.2129  0.36
H  0.8114  -2.0880  -2.5200  0.25
H  1.2003  -0.9154  -0.7950  0.64
H  -2.3011  0.1615  1.0128  0.26
H  -1.6210  -1.2721  2.0027  0.36
H  0.3068  0.0641  2.7718  0.21
H  -0.0916  2.3267  2.8735  0.42
H  -1.4037  2.2579  1.7775  0.38
H  -1.5998  1.4372  3.4078  0.35
H  0.7282  0.4792  0.2146  0.22
H  -1.0537  0.3373  -1.7847  0.14
H  -0.9708  -0.3040  -3.5631  0.33
H  0.5474  0.3412  -2.6622  0.28
H  2.7573  0.2405  -1.8943  0.16
H  -0.4477  -1.3121  -0.1534  0.00
O  1.9560  0.4480  -1.3323  -0.90

Summary:
Energy relative to the best compared isomer or geometry (same formula, charge and spin) = 8.417 eV
Max |F| = 4.36 eV/Å
LUMO = -3.855 eV
Kohn-Sham gap = 0.1447 hartree
2S+1 = 1

***

Number 1: E -404.64834 Eh. Number 2: E -404.63546 Eh. Number 3: E -404.44573 Eh.